1.
2 unconnected molecules or ions with the total composition CH4NO3 at a distorted geometry, computed with ωB97M-V with the def2-TZVPD basis set.

* net charge: -1
* LUMO level (spin up / spin down): 3.92 / 3.92 eV
* ΔE to the lowest compared entry with this formula, charge and spin: 123.7 kcal per mole
* E_HOMO (spin up / spin down): -1.2 / -1.2 eV

Cartesian coordinates (Å):
O (-0.8942, -0.8028, 0.8326)
O (1.5559, -1.0272, 0.0210)
O (-1.6550, 0.6149, -0.8540)
N (1.5505, 0.3471, -0.4370)
C (-1.1072, 0.2946, 0.3232)
H (-0.6766, 1.1542, 0.7313)
H (2.2150, 0.7567, 0.2593)
H (0.6574, -1.1742, 0.5188)
H (-1.6458, -0.1634, -1.3953)

Charges per atom according to natural (NBO) partitioning, unit e: -0.67 -0.71 -0.69 -0.80 0.61 0.12 0.23 0.43 0.48

2.
A molecular structure, CH2INO3S at a distorted geometry, computed with ωB97M-V with the def2-TZVPD basis set.

* LUMO level (spin up / spin down): -0.97 / -1.74 eV
* ΔE to the lowest compared entry with this formula, charge and spin: 46.0 kcal per mole
* E_HOMO (spin up / spin down): -9.1 / -9.4 eV

Cartesian coordinates (Å):
I (-1.3384, 1.1927, 2.3996)
S (-0.5699, -0.3461, -0.3113)
O (-0.8885, -1.6392, 0.2446)
O (1.2045, -1.4003, -2.7266)
O (-1.6200, 0.4435, -0.8985)
N (1.4091, -0.5668, -1.9587)
C (0.2126, 0.6792, 1.0676)
H (0.6363, 1.5691, 0.6181)
H (0.9544, 0.0678, 1.5653)

Charges per atom according to natural (NBO) partitioning, unit e: 0.17 1.83 -0.89 -0.14 -0.89 0.21 -0.79 0.24 0.24